C37H57N7O6P2PbSeSiTe as an isolated structure at a distorted geometry. Source: the Open Molecules 2025 dataset; level of theory: wB97M-V/def2-TZVPD.

Computed properties:
Total charge ... -2
Energy ... -6112.82718 hartree
E_HOMO (alpha / beta) ... -0.65 / -0.65 eV
Kohn-Sham gap (alpha / beta) ... 2.8 / 3.1 eV

```
113
C37H57N7O6P2PbSeSiTe, DFT wB97M-V/def2-TZVPD
Pb 13.82778 9.96395 9.19823
C 13.80279 10.61948 4.16916
C 12.84228 10.58408 5.14559
C 12.16026 9.59101 5.66510
C 11.91426 8.45930 4.54987
N 13.05231 8.31865 3.81821
C 13.80277 9.43046 3.52403
C 10.84280 7.48828 4.76975
C 9.38271 7.57517 4.45893
C 8.57003 7.38242 5.61525
C 9.01963 6.76030 6.73972
C 10.42792 6.22222 6.78063
N 11.16418 6.53507 5.70122
C 11.30136 5.60829 7.84749
C 11.94662 4.41674 7.99734
C 12.99433 4.10568 8.94317
C 13.30898 5.24404 9.71782
C 12.49873 6.49844 9.51947
N 11.52129 6.60997 8.83873
H 13.95833 11.66652 3.84454
H 12.37595 11.48738 5.53913
H 11.48719 10.00151 6.42185
H 14.52857 9.07266 2.86565
H 9.12688 7.71498 3.38350
H 7.48782 7.61284 5.72694
H 8.19846 6.18211 7.35322
H 11.48240 3.47003 7.59371
H 13.33288 3.07767 9.04661
H 13.98278 5.28211 10.58135
H 12.88237 7.38753 10.19014
C 10.92990 19.42788 14.45865
C 9.84199 18.43304 14.98449
C 10.27591 17.07527 15.47843
O 8.79518 18.12306 13.94318
P 9.11199 17.15990 12.68680
O 10.35286 16.30421 12.93267
C 7.79058 15.87232 12.22751
P 7.14497 15.33064 10.53598
O 7.88797 14.61192 9.55331
O 5.94559 14.31801 10.99512
C 4.60759 14.43508 11.49230
C 4.25746 15.61924 12.39795
C 4.32438 13.17700 12.16411
O 6.27355 16.58699 10.17823
C 5.91596 17.35937 8.96395
C 6.86428 17.02859 7.82180
C 4.45225 17.01469 8.70497
O 9.32400 18.23576 11.64080
C 8.49196 19.15332 10.87346
C 9.32960 20.25160 10.31767
C 7.45357 19.87900 11.65327
H 11.31423 19.96680 15.36604
H 10.49730 20.19036 13.87061
H 11.77802 19.01699 13.92912
H 9.24315 18.98111 15.75612
H 10.90643 16.63442 14.68027
H 9.36814 16.48822 15.50977
H 10.74783 17.24251 16.43870
H 6.91178 16.24644 12.81770
H 8.19140 14.95549 12.64203
H 4.04432 14.62723 10.55196
H 4.48683 15.55933 13.46438
H 3.20230 15.72280 12.40352
H 4.69190 16.56636 12.09790
H 3.38178 13.16857 12.70100
H 14.76782 13.34115 16.27879
H 5.03334 12.42176 12.09316
H 5.97042 18.37076 9.44860
H 6.67869 15.92342 7.55034
H 7.90470 17.15558 8.11494
H 6.77991 17.65333 6.94843
H 4.36074 15.91712 8.69212
H 4.07695 17.37654 7.77939
H 3.83451 17.34322 9.54685
H 8.03078 18.54595 10.03998
H 9.46315 21.14421 10.95245
H 8.75742 20.63717 9.40950
H 10.19979 19.76286 9.91189
H 7.17736 20.86287 11.11157
H 8.02409 20.09634 12.60486
H 6.54780 19.29876 11.76905
N 12.97451 11.93801 13.95326
C 13.37488 13.00447 14.71028
C 14.57849 12.78291 15.27030
N 14.95963 11.44715 14.97814
C 14.11688 10.97410 14.15517
C 14.29486 9.57109 13.70789
N 15.50804 9.16672 13.36737
C 15.30773 7.93209 12.87782
C 14.02078 7.47992 13.18562
N 13.36304 8.58952 13.88278
H 12.20330 11.65806 13.34633
H 12.88667 13.96991 14.78749
H 20.93802 21.48403 2.58429
H 16.07001 7.31421 12.37658
H 13.50319 6.51253 13.22212
H 12.84292 8.37882 14.69274
H 13.02407 9.32759 6.69208
Te 14.35415 12.15363 7.50068
C 22.45673 12.51912 7.97101
Si 20.57359 12.59229 7.46084
C 20.08208 10.98896 8.43127
C 20.97308 12.41521 5.65644
Se 18.99426 13.88896 8.16129
H 22.52524 11.64822 8.60220
H 22.85657 13.35209 8.56135
H 23.02932 12.59132 7.05673
H 20.78874 10.21367 8.03721
H 19.04252 10.65768 8.27988
H 19.99223 11.02963 9.56349
H 21.74055 11.62475 5.48707
H 21.64415 13.24935 5.39114
H 20.08006 12.44952 4.95876
```